[1]
{
  "formula": "C8H7I3Si",
  "method": "ωB97M-V/def2-TZVPD",
  "species": ["C", "C", "C", "C", "C", "C", "C", "C", "Si", "I", "I", "I", "H", "H", "H", "H", "H", "H", "H"],
  "xyz": [[-0.810, -1.793, 0.070], [-1.614, -0.984, 0.821], [-0.369, -1.231, -1.257], [0.781, -0.672, -1.504], [-2.187, 0.281, 0.204], [-1.368, 1.331, 0.064], [1.840, -0.470, -0.504], [1.620, 0.331, 0.481], [0.302, 1.532, 1.015], [3.612, -1.329, -1.167], [3.902, 1.102, 1.839], [1.123, 3.690, 0.574], [-0.266, -2.653, 0.408], [-1.769, -1.367, 1.831], [-1.097, -1.352, -2.002], [1.073, -0.195, -2.462], [-3.109, 0.383, -0.287], [-1.853, 2.096, -0.563], [0.190, 1.299, 2.440]],
  "atomic_forces_ev_per_a": [[0.022, 2.969, -0.085], [0.262, -1.743, -0.920], [-0.812, -1.483, 1.099], [1.048, 0.957, -0.905], [2.773, -0.436, 1.250], [-0.343, 0.253, 0.266], [0.566, -0.468, -0.917], [1.962, 1.362, 1.666], [-0.952, -0.928, -0.594], [0.278, -0.119, 0.214], [-2.100, -0.759, -1.012], [0.251, 1.050, -0.212], [-0.200, -0.405, 0.530], [-0.612, 0.563, -0.069], [-0.769, 0.161, -1.312], [-0.560, -0.652, 0.427], [-1.394, -0.648, -0.319], [0.862, 0.279, 0.488], [-0.281, 0.046, 0.407]],
  "homo_energy_ev": [-8.86, -8.86],
  "orbital_gap_ev": [7.04, 7.04],
  "e_lumo_ha": [-0.067, -0.067]
}

---

[2]
{
  "formula": "C8H7IN2S",
  "method": "ωB97M-V/def2-TZVPD",
  "species": ["C", "C", "C", "C", "C", "C", "C", "C", "N", "N", "S", "I", "H", "H", "H", "H", "H", "H", "H"],
  "xyz": [[1.701, -2.269, -0.759], [-2.182, 2.311, -0.289], [-1.020, 2.944, -0.593], [-2.007, 0.924, -0.106], [-0.709, 0.506, -0.272], [-0.177, -0.836, -0.166], [1.943, -0.771, 1.154], [1.346, -0.967, -0.248], [1.953, -3.313, -1.150], [-0.983, -1.787, 0.030], [0.308, 1.866, -0.661], [-3.616, -0.307, 0.386], [-3.133, 2.804, -0.198], [-0.861, 3.986, -0.784], [1.522, -1.494, 1.850], [1.721, 0.232, 1.513], [3.022, -0.902, 1.126], [1.752, -0.211, -0.931], [-0.580, -2.716, 0.097]],
  "atomic_forces_ev_per_a": [[0.018, -0.094, -0.173], [0.021, 0.188, -0.040], [0.305, -0.210, -0.007], [0.041, -0.611, 0.119], [-0.261, 0.966, -0.079], [0.301, -0.572, -0.098], [0.151, 0.089, 0.037], [-0.154, 0.431, 0.337], [0.160, -0.531, -0.153], [-0.144, -0.204, 0.032], [-0.534, -0.103, 0.087], [-0.097, 0.459, -0.041], [-0.132, 0.086, 0.009], [-0.024, 0.225, -0.030], [-0.020, -0.024, -0.022], [-0.017, 0.031, 0.031], [0.034, 0.020, 0.021], [-0.033, -0.158, 0.061], [0.383, 0.013, -0.092]],
  "homo_energy_ev": -8.93,
  "smiles": "[H]/N=C(/c1sccc1I)[C@@H](C)C#N",
  "orbital_gap_ev": 8.84,
  "e_lumo_ha": -0.003
}

---

[3]
{
  "formula": "C8H7N2O5RuS",
  "method": "ωB97M-V/def2-TZVPD",
  "species": ["O", "C", "Ru", "O", "C", "C", "O", "C", "O", "C", "O", "H", "S", "C", "N", "C", "C", "N", "H", "H", "H", "H", "H", "H"],
  "xyz": [[-0.115, -0.751, -4.726], [-0.134, -0.475, -3.594], [0.128, -0.122, -0.301], [1.444, -2.264, -2.101], [0.921, -1.439, -1.471], [0.963, -0.491, 1.405], [1.488, -0.767, 2.411], [-1.318, 1.282, 0.127], [-1.893, 1.976, 0.928], [1.438, 1.293, -0.650], [2.164, 2.171, -0.892], [-1.134, 1.040, -1.059], [-1.767, -1.682, 0.297], [-1.986, -1.403, 1.985], [-2.931, -0.563, 2.472], [-2.969, -0.602, 3.912], [-1.922, -1.686, 4.270], [-1.485, -2.164, 2.981], [-3.508, 0.054, 1.881], [-3.982, -0.865, 4.227], [-2.678, 0.346, 4.381], [-2.396, -2.477, 4.867], [-1.103, -1.248, 4.866], [-0.671, -2.803, 2.878]],
  "atomic_forces_ev_per_a": [[-0.063, 1.278, 5.251], [-0.300, -0.967, -5.773], [-0.972, -1.837, 0.095], [-2.106, 3.009, 2.182], [3.455, -3.938, -1.751], [2.466, -1.493, 4.823], [-1.901, 1.066, -3.549], [-1.512, 2.430, 1.236], [1.567, -2.261, -2.680], [3.445, 4.244, -2.087], [-2.892, -3.767, 1.312], [-1.740, 1.774, 1.087], [0.655, 0.486, -0.497], [1.131, -0.089, -3.607], [-1.549, 1.406, 1.272], [0.436, -0.483, -0.003], [-0.794, 0.400, 0.017], [1.275, -1.328, 2.332], [0.325, -0.421, 0.559], [-0.083, 0.099, 0.203], [-0.241, 0.174, -0.205], [0.261, -0.075, -0.074], [0.022, -0.292, -0.207], [-0.885, 0.586, 0.061]],
  "homo_energy_ev": [-13.96, -17.62],
  "spin_multiplicity": 6,
  "orbital_gap_ev": [6.15, 6.21],
  "e_lumo_ha": [-0.287, -0.419],
  "total_charge": 2
}

---

[4]
{
  "formula": "C8H7N3O",
  "method": "ωB97M-V/def2-TZVPD",
  "species": ["C", "C", "C", "C", "C", "C", "C", "C", "H", "H", "H", "H", "H", "H", "H", "N", "N", "N", "O"],
  "xyz": [[0.662, 1.769, 0.829], [-0.822, 1.878, 0.774], [-2.811, 2.330, 0.487], [1.501, -3.217, -2.429], [1.626, -2.018, -1.861], [1.063, -1.708, -0.578], [0.605, -1.427, 0.489], [0.067, -1.112, 1.736], [0.985, 0.825, 0.409], [1.005, 1.818, 1.867], [1.096, 2.594, 0.254], [-3.705, 2.817, 0.138], [1.941, -3.420, -3.410], [0.967, -4.031, -1.943], [2.165, -1.218, -2.363], [-1.546, 2.755, 0.176], [-2.876, 1.266, 1.227], [-0.382, -0.855, 2.774], [-1.540, 0.954, 1.422]],
  "atomic_forces_ev_per_a": [[-0.090, 0.595, 0.039], [0.463, -0.439, 0.331], [-0.302, -0.130, 0.019], [0.109, -0.046, -0.196], [-0.106, -0.149, 0.039], [0.474, -0.270, -1.039], [-0.678, 0.150, 1.372], [-0.032, -0.441, 0.674], [0.110, 0.073, -0.105], [-0.048, -0.003, -0.164], [-0.115, -0.199, 0.178], [-0.066, 0.086, 0.009], [-0.175, 0.113, 0.409], [0.104, 0.212, -0.079], [-0.073, -0.082, 0.090], [-0.252, 0.352, -0.255], [0.063, 0.345, -0.294], [0.815, -0.633, -0.835], [-0.202, 0.468, -0.192]],
  "homo_energy_ev": -10.03,
  "smiles": "C=CC#CC#N.Cc1ncno1",
  "orbital_gap_ev": 9.80,
  "e_lumo_ha": -0.008
}

---

[5]
{
  "formula": "C8H7N3O4",
  "method": "ωB97M-V/def2-TZVPD",
  "species": ["C", "C", "C", "C", "C", "C", "C", "C", "N", "N", "N", "O", "O", "O", "O", "H", "H", "H", "H", "H", "H", "H"],
  "xyz": [[1.792, 2.133, -0.162], [0.391, 2.390, -0.068], [2.253, 0.838, 0.001], [-0.408, 1.254, 0.083], [0.093, -0.029, 0.376], [1.469, -0.338, 0.168], [-1.852, 1.462, -0.028], [-1.003, -1.132, 0.532], [-2.566, 0.543, 0.798], [-2.131, -0.556, 1.109], [2.103, -1.566, 0.194], [-2.312, 2.336, -0.694], [-0.640, -2.389, 1.009], [-2.418, -2.206, -1.265], [-1.198, -1.514, -1.099], [2.657, 2.932, -0.398], [-0.033, 3.366, -0.260], [3.318, 0.656, -0.260], [3.115, -1.388, 0.182], [1.712, -2.268, 0.847], [-1.236, -3.033, 0.566], [-3.106, -1.491, -1.632]],
  "atomic_forces_ev_per_a": [[0.795, 1.251, -0.010], [1.696, -0.879, -0.782], [1.037, -0.746, -1.343], [1.166, 0.053, 0.801], [-0.202, -1.943, -0.708], [-0.913, 1.933, 1.052], [0.413, 0.179, 0.494], [2.125, -1.067, -2.534], [-0.786, 0.520, -0.765], [-0.251, -0.751, 0.064], [-0.118, 0.288, 0.431], [-1.086, 0.236, 0.037], [-0.544, 1.084, 0.190], [-2.125, 1.741, -0.945], [-0.553, 1.376, 1.686], [-2.552, -1.632, 0.671], [-0.060, -0.148, 0.058], [-0.588, 0.198, 0.542], [-0.774, -0.874, 0.347], [0.602, 0.662, -0.811], [0.409, 0.552, 0.311], [2.308, -2.033, 1.215]],
  "homo_energy_ev": [-8.17, -8.68],
  "spin_multiplicity": 3,
  "orbital_gap_ev": [8.46, 6.31],
  "e_lumo_ha": [0.011, -0.087]
}

---

[6]
{
  "formula": "C8H7NO2",
  "method": "ωB97M-V/def2-TZVPD",
  "species": ["C", "C", "C", "C", "C", "C", "C", "C", "H", "H", "H", "H", "H", "H", "H", "N", "O", "O"],
  "xyz": [[-2.100, 0.058, -0.071], [-1.638, -1.288, 0.003], [-0.335, -1.544, 0.041], [0.579, -0.472, -0.023], [1.988, -0.503, 0.037], [1.318, 1.803, 0.146], [0.146, 0.816, 0.002], [-1.253, 1.108, 0.044], [-4.072, -0.502, -0.252], [-3.595, 1.058, -0.439], [-2.305, -2.119, -0.191], [0.083, -2.612, 0.329], [1.481, 2.282, 1.130], [1.402, 2.450, -0.737], [-1.597, 2.196, 0.228], [-3.496, 0.259, 0.063], [2.693, -1.425, 0.034], [2.412, 0.871, -0.233]],
  "atomic_forces_ev_per_a": [[-1.646, -2.112, 1.484], [-1.364, 0.454, -1.314], [3.396, -2.287, 1.297], [-2.058, -0.061, 0.808], [0.172, 3.252, -1.756], [0.746, -2.363, -2.291], [-1.940, 1.909, 0.857], [1.994, 2.459, 0.152], [-0.014, -0.053, -0.186], [-1.769, 2.858, -1.594], [-0.382, 0.154, 0.610], [-0.900, 2.219, -1.210], [-0.176, -0.336, -0.592], [-0.606, 0.619, 0.766], [0.400, -2.020, -0.507], [1.705, -1.718, 0.917], [2.389, -1.871, 0.423], [0.054, -1.104, 2.136]],
  "homo_energy_ev": -8.88,
  "smiles": "Nc1ccc2c(c1)COC2=O",
  "orbital_gap_ev": 9.56,
  "e_lumo_ha": 0.025
}

---

| no. | electronic energy (eV) |
| --- | --- |
| 1 | -40585.79443 |
| 2 | -30324.65052 |
| 3 | -35019.26498 |
| 4 | -14922.97825 |
| 5 | -21062.76765 |
| 6 | -13993.69604 |